14
Properties=species:S:1:pos:R:3 method="wB97M-V/def2-TZVPD" lumo_ev="3.8 / 1.9" total_charge=-1 s2=0.757 relative_energy_kj_mol=274.08 homo_ev="-2.7 / -2.6" multiplicity=2
O 1.846 -3.266 0.407
H 2.649 -3.753 0.202
H -3.549 1.951 0.030
H 2.092 -0.046 0.506
C -0.008 -0.299 -0.025
H -1.523 1.382 -0.022
C 1.442 -0.703 -0.073
N -2.679 2.333 -0.329
C -0.423 0.967 0.033
H 1.571 -1.849 0.299
H 1.682 -0.757 -1.139
H -0.792 -1.028 -0.228
H 0.223 1.798 0.308
H -2.530 3.271 0.030